# C6H6NO2S

A structure of composition C6H6NO2S at a distorted geometry (ωB97M-V/def2-TZVPD, OMol25).

CARTESIAN COORDINATES (ANGSTROEM)
H (0.14, 2.34, -0.47)
O (-2.10, -2.25, -1.59)
H (0.68, 0.34, 2.62)
C (0.12, -1.61, -0.81)
C (-1.00, -0.17, -2.16)
C (0.40, -0.30, 1.78)
C (0.47, 1.91, 0.55)
H (-0.64, -0.74, 1.98)
N (0.38, 0.42, 0.50)
H (1.54, 2.22, 0.72)
S (-0.99, 0.80, -3.42)
C (0.30, -0.20, -0.64)
C (-1.12, -1.51, -1.73)
O (0.73, -2.58, -0.35)
H (0.04, 2.51, 1.37)
H (1.07, -1.19, 1.65)

## Properties
E_LUMO (spin up / spin down) ... 3.2786 / 3.2784 eV
Multiplicity ... 1
Max |F| ... 3.5 eV/A
Highest occupied orbital energy (spin up / spin down) ... -2.689 / -2.690 eV
HOMO-LUMO gap (spin up / spin down) ... 5.968 / 5.968 eV
Relative energy (zero: lowest compared OMol25 entry of this formula, charge and spin) ... 79.2 kcal per mole
Molecular weight ... 156.19 Da
Net charge ... -1

=====

# C6H6NO3

The ion C6H6NO3 with charge -1 at a distorted geometry (ωB97M-V/def2-TZVPD, OMol25).

CARTESIAN COORDINATES (ANGSTROEM)
H (2.66, 1.37, -0.36)
H (3.21, -0.78, -0.77)
H (0.55, -1.98, 0.48)
N (-2.74, -0.04, -0.26)
O (-2.77, -0.75, 1.04)
C (1.59, -1.84, 0.12)
O (-3.57, -0.52, -1.04)
H (0.92, 2.57, 0.06)
C (2.09, -0.53, -0.54)
C (1.72, 0.76, -0.29)
O (2.38, -2.74, 0.37)
H (-1.16, 2.37, 0.58)
C (-0.79, 1.49, 0.21)
C (-1.78, 0.72, -0.32)
C (0.63, 1.58, 0.00)
H (-2.92, -1.68, 0.74)

## Properties
E_LUMO ... 3.7518 eV
Multiplicity ... 1
Max |F| ... 4.3 eV/A
Highest occupied orbital energy ... -3.146 eV
HOMO-LUMO gap ... 6.898 eV
Relative energy (zero: lowest compared OMol25 entry of this formula, charge and spin) ... 171.9 kcal per mole
Molecular weight ... 140.12 Da
Net charge ... -1

=====

# C6H6NO6S2

A structure of composition C6H6NO6S2 at a distorted geometry (ωB97M-V/def2-TZVPD, OMol25).

CARTESIAN COORDINATES (ANGSTROEM)
H (-2.01, 0.01, 2.33)
C (0.58, -0.35, 0.25)
O (2.08, -2.45, -0.28)
O (-0.20, -2.78, 0.62)
H (0.01, 1.91, -2.90)
O (1.60, 0.10, 1.12)
C (-0.03, 1.20, -1.92)
S (2.09, 1.40, 0.17)
H (-1.21, -1.56, 1.88)
H (-0.19, -0.17, 2.49)
O (0.12, -1.92, -1.71)
O (3.56, 1.40, -0.01)
N (-0.70, 0.06, 0.64)
C (-1.36, 0.78, -1.54)
H (-2.14, 0.98, -2.17)
O (1.61, 2.58, 0.80)
H (-2.73, 0.09, 0.05)
S (0.65, -2.05, -0.34)
C (1.05, 0.83, -1.17)
C (-1.10, -0.45, 1.95)
C (-1.66, 0.37, -0.26)

## Properties
E_LUMO ... 2.4835 eV
Multiplicity ... 1
Max |F| ... 5.1 eV/A
Highest occupied orbital energy ... -5.114 eV
HOMO-LUMO gap ... 7.597 eV
Relative energy (zero: lowest compared OMol25 entry of this formula, charge and spin) ... 27.7 kcal per mole
Molecular weight ... 252.25 Da
Net charge ... -1

=====

# C6H6NOS2

The ion C6H6NOS2 with charge -1 at a distorted geometry (ωB97M-V/def2-TZVPD, OMol25).

CARTESIAN COORDINATES (ANGSTROEM)
H (-1.95, -1.80, -1.10)
H (-2.02, 1.75, -1.17)
H (-2.30, 1.94, 0.46)
C (3.33, -1.24, 0.15)
C (-1.12, 0.15, -0.12)
C (-1.64, -1.34, -0.08)
H (-0.83, -1.96, 0.55)
H (-2.39, -1.51, 0.72)
N (2.53, -0.34, 0.20)
O (3.63, 1.67, 0.45)
C (0.19, 0.24, 0.02)
C (-2.19, 1.22, -0.25)
S (1.04, 1.83, 0.20)
H (-3.20, 0.76, -0.39)
S (4.35, -2.41, 0.07)
C (2.57, 1.08, 0.27)

## Properties
E_LUMO ... 3.1453 eV
Multiplicity ... 1
Max |F| ... 3.7 eV/A
Highest occupied orbital energy ... -2.928 eV
HOMO-LUMO gap ... 6.074 eV
Relative energy (zero: lowest compared OMol25 entry of this formula, charge and spin) ... 12.4 kcal per mole
Molecular weight ... 172.25 Da
Net charge ... -1

=====

# C6H6O

An isolated molecule of C6H6O (ωB97M-V/def2-TZVPD, OMol25).

CARTESIAN COORDINATES (ANGSTROEM)
H (-2.41, 0.52, -0.49)
C (-0.51, 0.94, 0.33)
H (0.35, -2.09, 0.16)
H (-0.37, -1.50, -1.36)
C (2.99, 0.62, -0.25)
H (4.03, 0.85, -0.23)
H (-2.42, 0.40, 1.29)
H (-0.39, 2.00, 0.53)
C (-0.22, -1.27, -0.29)
O (-1.48, -1.16, 0.35)
C (0.42, 0.08, -0.09)
C (-1.82, 0.22, 0.40)
C (1.81, 0.37, -0.23)

## Properties
E_LUMO ... 0.9771 eV
Multiplicity ... 1
SMILES string ... C#CC1=CCOC1
Max |F| ... 0.5 eV/A
Highest occupied orbital energy ... -8.999 eV
HOMO-LUMO gap ... 9.976 eV
Relative energy (zero: lowest compared OMol25 entry of this formula, charge and spin) ... 62.6 kcal per mole
Molecular weight ... 94.11 Da

=====

# C6H6O

An isolated molecule of C6H6O at a distorted geometry (ωB97M-V/def2-TZVPD, OMol25).

CARTESIAN COORDINATES (ANGSTROEM)
H (-2.36, -1.01, -0.42)
H (0.94, 1.45, -2.02)
C (1.10, 0.64, -0.03)
H (-0.99, -1.77, 1.12)
C (0.44, 0.86, -1.26)
H (-1.39, 0.42, -2.27)
H (2.03, 1.13, 0.19)
C (-1.38, -0.56, -0.42)
C (-0.81, 0.30, -1.35)
O (1.44, -0.44, 2.04)
C (-0.62, -0.82, 0.74)
H (0.99, 0.03, 2.74)
C (0.62, -0.23, 0.93)

## Properties
E_LUMO ... 0.9538 eV
Multiplicity ... 1
SMILES string ... Oc1ccccc1
Max |F| ... 3.2 eV/A
Highest occupied orbital energy ... -9.218 eV
HOMO-LUMO gap ... 10.172 eV
Relative energy (zero: lowest compared OMol25 entry of this formula, charge and spin) ... 14.3 kcal per mole
Molecular weight ... 94.11 Da

=====

# C6H6O

A structure of composition C6H6O (ωB97M-V/def2-TZVPD, OMol25).

CARTESIAN COORDINATES (ANGSTROEM)
C (1.52, -0.06, 0.31)
C (-1.12, -0.56, 0.48)
C (-0.87, 0.87, 0.77)
C (-0.48, -0.19, -1.42)
H (0.06, -0.98, -1.96)
H (-0.68, 0.66, -2.07)
H (-0.53, 1.10, 1.78)
H (3.70, -0.31, 0.88)
H (-1.25, -1.35, 1.20)
C (0.14, 0.10, -0.05)
O (-1.68, -0.72, -0.82)
C (2.67, -0.20, 0.62)
H (-1.49, 1.63, 0.29)

## Properties
E_LUMO ... 1.0463 eV
Multiplicity ... 1
Max |F| ... 0.4 eV/A
Highest occupied orbital energy ... -9.246 eV
HOMO-LUMO gap ... 10.293 eV
Relative energy (zero: lowest compared OMol25 entry of this formula, charge and spin) ... 90.6 kcal per mole
Molecular weight ... 94.11 Da

=====

# C6H6O

An isolated molecule of C6H6O at a distorted geometry (ωB97M-V/def2-TZVPD, OMol25).

CARTESIAN COORDINATES (ANGSTROEM)
C (-1.15, -0.72, -0.44)
C (-1.53, 0.70, -0.15)
C (1.33, -0.21, 0.04)
H (-0.02, -1.30, 1.30)
H (0.43, -2.15, -0.18)
H (-1.38, -1.16, -1.41)
H (2.29, -0.70, 0.08)
H (1.91, 1.90, -0.16)
O (-2.30, -0.29, 0.27)
C (1.21, 1.10, -0.06)
C (-0.40, 1.49, 0.10)
C (0.14, -1.17, 0.22)
H (-0.53, 2.51, 0.41)

## Properties
E_LUMO ... 0.3454 eV
Multiplicity ... 1
SMILES string ... C1=CC[C@H]2OC2=C1
Max |F| ... 6.2 eV/A
Highest occupied orbital energy ... -8.485 eV
HOMO-LUMO gap ... 8.831 eV
Relative energy (zero: lowest compared OMol25 entry of this formula, charge and spin) ... 113.4 kcal per mole
Molecular weight ... 94.11 Da